Molecular formula: C6H11NO
Method: DFT, ωB97M-V/def2-TZVPD

Geometry as XYZ:
```
19
Properties=species:S:1:pos:R:3:nbo_charge:R:1
C 1.1753 -0.0777 2.0927 -0.667
C 0.1153 -0.9471 -0.6226 0.651
C -0.0004 0.1461 1.1983 -0.194
N -1.2003 -1.2094 -1.0257 -0.835
C -1.1876 0.5826 1.6181 -0.382
O 0.9631 -1.8108 -0.4850 -0.628
H -1.5533 -2.0322 -0.5522 0.392
H -1.8456 -0.4341 -0.9635 0.376
H 1.7576 -0.9553 1.8066 0.242
H 1.8492 0.7853 2.0829 0.221
H 0.8601 -0.2336 3.1285 0.211
H -2.0031 0.7772 0.9285 0.184
H -1.4021 0.7595 2.6688 0.199
C 0.7124 0.4166 -1.5737 -0.375
C 0.0586 0.9375 -2.6089 -0.348
H 0.5483 1.5886 -3.3266 0.206
H 1.7882 0.5113 -1.4627 0.226
H 0.3440 0.4857 -0.0812 0.322
H -0.9797 0.7099 -2.8223 0.197
```

Summary:
* frontier orbital gap: 9.35 eV
* HOMO level: -8.83 eV